{
  "formula": "C25H33CaN4O4",
  "method": "ωB97M-V with the def2-TZVPD basis set",
  "symbols": ["Ca", "C", "C", "C", "C", "C", "C", "C", "C", "C", "C", "C", "C", "H", "H", "H", "H", "H", "H", "H", "H", "H", "H", "H", "H", "H", "H", "H", "H", "H", "H", "N", "N", "C", "O", "O", "H", "H", "H", "O", "C", "C", "C", "C", "N", "C", "C", "C", "C", "C", "C", "O", "C", "C", "N", "H", "H", "H", "H", "H", "H", "H", "H", "H", "H", "H", "H"],
  "xyz": [[-0.59209, -0.29691, 0.24825], [-2.41128, -3.65291, -0.36140], [-1.78810, -2.88549, 0.78119], [-2.62435, -2.15701, 1.64701], [-4.10084, -2.09616, 1.33938], [-2.07781, -1.48662, 2.74532], [-2.96366, -0.79247, 3.75459], [-0.68489, -1.47845, 2.94628], [-0.11495, -0.67811, 4.09877], [0.15246, -2.20029, 2.08532], [1.64530, -2.29018, 2.34372], [-0.40087, -2.88912, 0.98419], [0.52404, -3.62145, 0.03048], [-2.64514, -2.99942, -1.20800], [-3.34997, -4.10795, -0.05061], [-1.76886, -4.45277, -0.71573], [-4.60658, -3.02565, 1.61341], [-4.26410, -1.93908, 0.27345], [-4.59839, -1.28431, 1.86065], [-3.06434, 0.27941, 3.55486], [-2.55595, -0.88741, 4.75973], [-3.96365, -1.21498, 3.77204], [-0.22027, -1.20774, 5.05001], [-0.63564, 0.27346, 4.21402], [0.94210, -0.46049, 3.96867], [1.87392, -2.16761, 3.39840], [2.22505, -1.53998, 1.79491], [2.03068, -3.26311, 2.04754], [0.71465, -4.64274, 0.37057], [1.49009, -3.12914, -0.05955], [0.10942, -3.69293, -0.97081], [-1.96763, 1.72708, 0.97608], [-1.77621, 2.14399, -0.37534], [-2.03098, 1.16259, -1.39727], [-1.97068, 1.53272, -2.55121], [-2.21017, -0.03809, -0.92456], [-2.95452, 1.62384, 1.19069], [-1.58195, 2.44726, 1.57408], [-2.15154, 3.04899, -0.62206], [4.12650, 4.84957, -1.15039], [3.85626, 4.56399, 0.20707], [2.93481, 3.37691, 0.27635], [2.46258, 2.94026, 1.50812], [1.62383, 1.85255, 1.54002], [1.23944, 1.18782, 0.44192], [1.70953, 1.59684, -0.75042], [2.54817, 2.69202, -0.86274], [1.28945, 0.79693, -1.96224], [1.58057, 1.20150, -3.25024], [1.14084, 0.44702, -4.32376], [1.41131, 0.88744, -5.74347], [1.80313, 2.24150, -5.84546], [0.44229, -0.72330, -4.06961], [0.19579, -1.07021, -2.76462], [0.61018, -0.33742, -1.72249], [4.75513, 5.57674, -1.20558], [3.37927, 5.40737, 0.71281], [4.76824, 4.32431, 0.75903], [2.74165, 3.43623, 2.43120], [1.22728, 1.49291, 2.48588], [2.92011, 3.02005, -1.82020], [2.11845, 2.11712, -3.44736], [0.53742, 0.66973, -6.35894], [2.23327, 0.29252, -6.13740], [1.02792, 2.80010, -5.72706], [0.06324, -1.34195, -4.87402], [-0.37896, -1.95932, -2.53347]],
  "e_above_lowest_kcal_mol": 10.0,
  "homo_lumo_gap_ev": 8.98,
  "charge": 1,
  "largest_force_ev_per_a": 2.6
}

{
  "formula": "C5H3F3O",
  "method": "ωB97M-V with the def2-TZVPD basis set",
  "symbols": ["C", "C", "C", "C", "C", "O", "F", "F", "F", "H", "H", "H"],
  "xyz": [[0.07363, 0.66025, 1.80419], [0.26218, -0.58044, 1.47669], [-0.07230, -1.54056, 0.42511], [-0.23626, 0.22868, 0.15901], [0.69423, 0.77283, -0.85791], [-1.54269, 0.50848, -0.15486], [1.95705, 0.37921, -0.63381], [0.48386, 0.33057, -2.13629], [0.67295, 2.13889, -0.88776], [0.55727, -2.14972, -0.12862], [-0.95519, -2.06446, 0.71546], [-1.89473, 1.31628, 0.21879]],
  "e_above_lowest_kcal_mol": 41.6,
  "homo_lumo_gap_ev": 11.08,
  "largest_force_ev_per_a": 4.2
}

{
  "formula": "C14H14LuN2O4",
  "method": "ωB97M-V with the def2-TZVPD basis set",
  "symbols": ["C", "C", "C", "C", "C", "Lu", "N", "C", "C", "H", "H", "H", "H", "H", "H", "H", "H", "H", "H", "O", "C", "O", "C", "C", "C", "C", "C", "C", "N", "O", "O", "H", "H", "H", "H"],
  "xyz": [[-0.84350, 1.04000, -1.97690], [0.54190, 0.83590, -2.22870], [1.28550, 1.62840, -1.30740], [0.35680, 2.32070, -0.48150], [-0.95950, 1.95460, -0.89000], [0.00000, 0.00000, 0.00000], [-1.43420, -0.67660, 0.67220], [-0.01590, -2.49280, -0.12650], [0.98100, -1.97320, -0.91850], [2.37390, 1.68200, -1.23990], [0.96560, 0.20120, -3.00890], [0.60490, 2.99200, 0.34180], [-1.89070, 2.30430, -0.44280], [-1.67310, 0.56280, -2.50140], [0.86880, -1.93890, -2.00610], [-0.93970, -2.88540, -0.56060], [-2.35160, -1.08200, 0.89380], [1.97210, -1.76390, -0.50120], [0.15790, -2.70920, 0.93060], [0.37560, -1.49000, 2.86640], [0.34750, -0.20720, 3.12290], [0.28680, 0.65280, 2.12280], [0.34480, 0.23720, 4.53410], [0.17700, 1.58810, 4.87280], [0.13730, 1.98080, 6.21640], [0.27160, 1.03120, 7.24960], [0.44570, -0.31970, 6.90300], [0.47930, -0.71150, 5.56390], [0.22340, 1.42710, 8.62140], [0.06140, 2.57340, 8.91450], [0.33520, 0.61570, 9.49120], [0.06150, 2.33910, 4.10150], [-0.00450, 3.02840, 6.44810], [0.55180, -1.07990, 7.66760], [0.60780, -1.76280, 5.33740]],
  "homo_lumo_gap_ev": 5.69,
  "charge": -1,
  "largest_force_ev_per_a": 9.8
}

{
  "formula": "C2H5FSi",
  "method": "ωB97M-V with the def2-TZVPD basis set",
  "symbols": ["C", "C", "F", "Si", "H", "H", "H", "H", "H"],
  "xyz": [[-1.42927, -0.79173, 0.26589], [-0.19855, -0.70393, -0.25311], [2.59011, -0.16486, -0.16804], [1.16361, 0.37684, 0.34143], [-2.18373, -1.41928, -0.17998], [-1.72055, -0.26780, 1.16056], [0.01897, -1.25709, -1.16345], [0.35302, 3.17453, -1.59181], [1.40640, 1.05333, 1.58850]],
  "e_above_lowest_kcal_mol": 91.6,
  "homo_lumo_gap_ev": [10.18, 6.75],
  "largest_force_ev_per_a": 1.9
}

{
  "formula": "C24H14Cl7N3O2Y",
  "method": "ωB97M-V with the def2-TZVPD basis set",
  "symbols": ["Y", "C", "C", "C", "C", "C", "C", "H", "H", "H", "H", "H", "H", "O", "N", "N", "O", "C", "C", "C", "C", "C", "C", "H", "H", "H", "H", "H", "Cl", "C", "C", "C", "Cl", "C", "Cl", "C", "Cl", "C", "Cl", "Cl", "C", "C", "C", "C", "C", "Cl", "C", "N", "H", "H", "H"],
  "xyz": [[0.61858, -1.25327, 0.41653], [2.51550, -3.49264, 0.00566], [2.69623, -3.12075, 1.34164], [3.20802, -1.86278, 1.65062], [3.53761, -0.97331, 0.62518], [3.33846, -1.33943, -0.70182], [2.83172, -2.60394, -1.01340], [2.08771, -4.45853, -0.22920], [2.40426, -3.79520, 2.13541], [3.29900, -1.54841, 2.68128], [3.88213, 0.02448, 0.86568], [3.51876, -0.62455, -1.49307], [2.62114, -2.85583, -2.04388], [0.29443, -1.52869, -2.91285], [0.74666, -0.74831, -2.05833], [-0.99850, 1.61657, -2.48694], [-1.34628, 0.31878, -0.34224], [-1.83074, 2.66123, -1.98828], [-1.28929, 3.83613, -1.47258], [-2.12534, 4.86294, -1.05942], [-3.50319, 4.73255, -1.16554], [-4.04309, 3.56095, -1.68002], [-3.21233, 2.52731, -2.08407], [-0.21369, 3.93406, -1.39312], [-1.69642, 5.77077, -0.65287], [-4.15231, 5.53794, -0.84516], [-5.11753, 3.44779, -1.75767], [-3.61236, 1.60012, -2.47285], [-0.15434, -2.60050, 3.64281], [-1.36959, -3.11418, 2.49178], [-1.12763, -2.84866, 1.15627], [-2.11390, -3.27469, 0.27809], [-1.82136, -2.97436, -1.40997], [-3.28127, -3.91226, 0.68351], [-4.47200, -4.40647, -0.46639], [-3.47884, -4.15189, 2.04237], [-4.91351, -4.94679, 2.58215], [-2.51266, -3.75456, 2.96326], [-2.74459, -4.05919, 4.64794], [2.46072, 2.26680, 3.18286], [2.19117, 2.22217, 1.45960], [2.96079, 3.00342, 0.66144], [2.81123, 2.98279, -0.75165], [1.82296, 2.20364, -1.28269], [1.00553, 1.41133, -0.46534], [-0.35114, 0.69940, -1.42114], [1.18064, 1.24984, 0.99041], [0.68498, 0.33663, 1.75493], [3.70098, 3.64657, 1.12166], [3.43941, 3.59653, -1.38156], [1.62328, 2.19841, -2.34906]],
  "e_above_lowest_kcal_mol": 213.8,
  "homo_lumo_gap_ev": 6.13,
  "charge": -1,
  "largest_force_ev_per_a": 2.4
}

{
  "formula": "C4H8N2OS",
  "method": "ωB97M-V with the def2-TZVPD basis set",
  "symbols": ["H", "N", "C", "C", "O", "N", "C", "C", "H", "H", "H", "H", "H", "S", "H", "H"],
  "xyz": [[1.86877, 1.21369, -1.30969], [1.88293, 0.21634, -1.58540], [1.18081, -0.45262, -0.75704], [1.05459, -1.99729, -0.79734], [0.30579, -2.29339, 0.35534], [-0.04615, -1.14197, 1.09672], [0.47357, -0.08586, 0.52945], [0.42093, 1.32494, 0.80730], [0.41861, -2.45256, -1.52740], [2.10441, -2.31022, -0.82559], [0.28246, 1.82656, -0.18656], [1.30079, 1.80271, 1.41804], [-0.50852, 1.61887, 1.43687], [-2.87130, -0.05588, 0.04314], [-1.89521, -0.96028, 0.33972], [-3.25469, -0.01145, 1.24282]],
  "e_above_lowest_kcal_mol": 76.3,
  "smiles": "[H]/N=C1/CON=C1C.S",
  "homo_lumo_gap_ev": 9.36,
  "largest_force_ev_per_a": 4.2
}